A) This record from the Open Molecules 2025 dataset describes 8 unconnected molecules or ions with the total composition C39H108N15O14P5. The level of theory is wB97M-V/def2-TZVPD.

frontier orbital gap	8.2	eV
charge	0
E_HOMO	-7.783	eV
spin multiplicity	1
SMILES	CN(C)P(=O)(N(C)C)N(C)C.CN(C)P(=O)(N(C)C)N(C)C.CN(C)P(=O)(N(C)C)N(C)C.CN(C)P(=O)(N(C)C)N(C)C.CN(C)P(=O)(N(C)C)N(C)C.COC(=O)OC.COC(=O)OC.COC(=O)OC

Last column: Löwdin charge in e.
CARTESIAN COORDINATES (ANGSTROEM)
C -4.83838 -1.85815 -2.91739  -0.117
N -4.56906 -0.69451 -3.76445  -0.279
C -4.59066 0.63181 -3.13190  -0.089
P -3.69995 -1.18511 -5.10765  0.496
O -2.39556 -1.81823 -4.86409  -0.276
N -4.80530 -2.28491 -5.73959  -0.309
C -4.32358 -3.58559 -6.22089  -0.097
C -6.24722 -2.06862 -5.75276  -0.118
N -3.71614 0.05038 -6.22311  -0.313
C -2.94564 -0.17983 -7.42471  -0.118
C -4.75544 1.06168 -6.33169  -0.094
H -5.74580 -2.35206 -3.26678  0.071
H -5.13048 -1.52496 -1.91388  0.081
H -3.98174 -2.49564 -2.70124  0.075
H -4.86644 0.54122 -2.08528  0.082
H -5.30311 1.30377 -3.61616  0.068
H -3.62895 1.13889 -3.17315  0.042
H -3.79316 -3.48215 -7.17568  0.073
H -3.61531 -4.00950 -5.51053  0.072
H -5.17893 -4.23334 -6.40308  0.075
H -6.58881 -1.77002 -6.74959  0.081
H -6.73394 -2.98041 -5.40776  0.080
H -6.48164 -1.23660 -5.09080  0.067
H -2.34906 0.67565 -7.74965  0.082
H -2.30543 -1.05255 -7.29989  0.077
H -3.63725 -0.43724 -8.24546  0.087
H -5.34987 0.80408 -7.21882  0.086
H -4.32074 2.05444 -6.46105  0.084
H -5.40578 1.04670 -5.46798  0.048
C 3.16005 1.56380 -3.65990  -0.094
N 4.43273 1.19312 -4.26048  -0.307
C 4.35021 0.86853 -5.69205  -0.098
P 5.57226 0.44200 -3.32474  0.504
O 5.37245 0.60272 -1.86950  -0.283
N 5.62554 -1.19262 -3.68127  -0.295
C 4.98716 -2.14285 -2.79621  -0.127
C 6.11657 -1.80165 -4.89115  -0.138
N 6.99468 0.99101 -3.96031  -0.307
C 8.21445 0.41062 -3.44817  -0.113
C 7.13358 2.34888 -4.44924  -0.099
H 3.13122 2.64361 -3.48399  0.085
H 2.91402 1.03396 -2.74313  0.057
H 2.36534 1.40381 -4.39199  0.076
H 4.20541 1.79437 -6.24388  0.086
H 3.53242 0.15128 -5.81878  0.088
H 5.23329 0.33087 -6.02309  0.058
H 4.65268 -1.63573 -1.89055  0.039
H 4.02784 -2.49804 -3.20633  0.088
H 5.65396 -2.96078 -2.51945  0.084
H 5.28820 -2.07487 -5.54946  0.084
H 6.79553 -1.14927 -5.44630  0.073
H 6.76873 -2.63819 -4.61963  0.085
H 8.22634 -0.68003 -3.51891  0.072
H 9.09146 0.76123 -3.99338  0.082
H 8.38643 0.64062 -2.38716  0.087
H 7.25418 3.06533 -3.62456  0.090
H 6.23511 2.63091 -4.98933  0.063
H 8.02044 2.43819 -5.07493  0.082
C -4.69024 6.12780 5.75996  -0.099
N -3.86121 5.10644 5.12983  -0.309
C -3.55727 3.94934 5.97153  -0.116
P -3.53561 5.14759 3.50077  0.481
O -3.51818 6.50354 2.92886  -0.274
N -2.05427 4.37551 3.43212  -0.305
C -1.02188 4.89459 4.30838  -0.120
C -1.57315 4.12765 2.06510  -0.110
N -4.65842 4.18580 2.75221  -0.293
C -4.71470 2.74214 2.88485  -0.107
C -5.87450 4.86384 2.28409  -0.087
H -5.58180 6.36129 5.16240  0.066
H -4.19677 7.10607 5.78840  0.080
H -4.99182 5.78339 6.74291  0.078
H -3.12267 4.26931 6.91907  0.089
H -2.87015 3.27223 5.47136  0.054
H -4.46058 3.35588 6.16931  0.087
H -0.38414 4.11647 4.73295  0.084
H -0.41832 5.65472 3.79705  0.089
H -1.47787 5.41623 5.15176  0.075
H -1.65422 5.07591 1.51274  0.081
H -0.52992 3.82204 2.08309  0.081
H -2.22170 3.41109 1.56416  0.059
H -3.90245 2.39386 3.51678  0.056
H -5.69020 2.45841 3.27849  0.074
H -4.62041 2.20870 1.92547  0.078
H -6.22433 5.52110 3.08241  0.066
H -6.62732 4.11238 2.06559  0.079
H -5.65801 5.47135 1.40754  0.079
C -2.07180 0.36143 1.20584  -0.093
N -1.39468 -0.54098 0.27823  -0.277
C -2.08640 -0.79639 -0.96242  -0.118
P -0.08245 -1.45126 0.79931  0.498
O 0.21417 -1.24071 2.22166  -0.279
N -0.43473 -3.00379 0.35090  -0.298
C -1.77964 -3.54854 0.36470  -0.105
C 0.61681 -3.95023 0.02610  -0.114
N 1.18819 -1.03574 -0.19397  -0.301
C 1.96117 0.11139 0.25735  -0.098
C 1.19796 -1.20509 -1.63389  -0.105
H -1.40367 1.16471 1.52777  0.069
H -2.40391 -0.17636 2.09797  0.066
H -2.91346 0.86061 0.72651  0.071
H -1.48318 -1.22951 -1.75955  0.077
H -2.50219 0.16048 -1.27934  0.067
H -2.89709 -1.52736 -0.83834  0.054
H -2.15296 -3.68355 -0.65769  0.079
H -1.77562 -4.54098 0.82623  0.087
H -2.44216 -2.90384 0.93678  0.082
H 1.57491 -3.47675 -0.15590  0.051
H 0.70586 -4.64356 0.87136  0.083
H 0.31364 -4.54080 -0.84645  0.089
H 2.14602 0.06464 1.32571  0.073
H 2.91004 0.12150 -0.29090  0.071
H 1.47934 1.07437 0.01660  0.078
H 0.70616 -2.13883 -1.89955  0.076
H 2.24455 -1.29955 -1.94758  0.064
H 0.77267 -0.33779 -2.15335  0.083
C 6.60929 -0.72355 2.96320  -0.100
N 6.38258 -1.76772 1.95980  -0.300
C 6.80534 -1.41170 0.60726  -0.099
P 6.03319 -3.32465 2.43046  0.497
O 5.88003 -3.47836 3.89025  -0.285
N 4.65452 -3.83355 1.65797  -0.301
C 4.50544 -3.84242 0.21947  -0.122
C 3.41225 -3.86137 2.39689  -0.110
N 7.23484 -4.21557 1.69739  -0.304
C 7.00501 -5.63708 1.46827  -0.116
C 8.61145 -3.88259 2.04629  -0.108
H 6.10429 0.17034 2.59983  0.079
H 7.68272 -0.55973 3.12148  0.080
H 6.20933 -1.03747 3.92429  0.069
H 7.88826 -1.54055 0.51008  0.074
H 6.53364 -0.38232 0.35777  0.075
H 6.24731 -1.98792 -0.12370  0.042
H 4.28275 -2.81680 -0.08552  0.067
H 5.46661 -4.13390 -0.22097  0.063
H 3.84652 -4.62949 -0.14955  0.091
H 2.76138 -2.99085 2.22685  0.080
H 2.91493 -4.82419 2.27498  0.081
H 3.62281 -3.73146 3.46096  0.070
H 6.92678 -5.87790 0.40325  0.075
H 7.81679 -6.23941 1.88245  0.080
H 6.09080 -5.96541 1.96370  0.080
H 9.27386 -4.30067 1.28208  0.086
H 8.87824 -4.24497 3.04030  0.089
H 8.77929 -2.81037 1.93767  0.061
C -2.33109 -1.48648 8.19312  -0.022
O -1.27598 -0.78117 7.53101  -0.026
C -1.52125 0.49278 7.18939  -0.625
O -2.47318 1.11947 7.56287  0.121
O -0.54043 1.04668 6.47800  0.003
C 0.34457 0.22660 5.69643  -0.018
H -1.83633 -2.29708 8.72124  0.096
H -3.05588 -1.84418 7.46888  0.086
H -2.78813 -0.85059 8.94909  0.097
H 0.46935 -0.79689 6.02002  0.093
H 1.30817 0.73142 5.67684  0.094
H -0.03190 0.28187 4.67309  0.083
C -1.54598 1.56485 -4.67251  -0.039
O -0.42876 2.13641 -3.97801  0.000
C -0.66352 2.75729 -2.82681  -0.614
O -1.69326 2.76374 -2.21133  0.127
O 0.47674 3.34117 -2.47137  -0.013
C 0.53954 4.25117 -1.37781  -0.021
H -2.10062 0.80759 -4.13725  0.044
H -1.09984 1.13388 -5.56568  0.093
H -2.18479 2.37053 -5.04198  0.104
H -0.44894 4.44133 -0.95852  0.085
H 1.08862 5.13448 -1.67787  0.095
H 1.06922 3.74146 -0.56710  0.088
C -4.05868 -0.13789 4.90758  -0.012
O -5.33536 0.45356 4.67881  -0.014
C -6.41348 -0.18912 5.08347  -0.622
O -6.43649 -1.29581 5.55801  0.127
O -7.46545 0.59488 4.86045  0.001
C -8.71937 0.07763 5.31680  -0.033
H -3.33965 0.67473 4.92852  0.082
H -3.80227 -0.77161 4.05269  0.097
H -4.04557 -0.75604 5.79919  0.079
H -8.99565 -0.80496 4.74587  0.097
H -9.46885 0.85721 5.25182  0.092
H -8.61013 -0.18947 6.36950  0.098


B) This record from the Open Molecules 2025 dataset describes 8 unconnected molecules or ions with the total composition C39H108N15O14P5. The level of theory is wB97M-V/def2-TZVPD.

frontier orbital gap	8.8	eV
charge	0
E_HOMO	-8.313	eV
spin multiplicity	1
SMILES	CN(C)P(=O)(N(C)C)N(C)C.CN(C)P(=O)(N(C)C)N(C)C.CN(C)P(=O)(N(C)C)N(C)C.CN(C)P(=O)(N(C)C)N(C)C.CN(C)P(=O)(N(C)C)N(C)C.COC(=O)OC.COC(=O)OC.COC(=O)OC

Last column: Löwdin charge in e.
CARTESIAN COORDINATES (ANGSTROEM)
C 2.09038 3.26878 -2.47863  -0.120
N 2.58926 2.46120 -3.58844  -0.296
C 2.61027 3.09579 -4.90300  -0.133
P 2.38774 0.76680 -3.83792  0.578
O 3.22362 0.30525 -5.02059  -0.326
N 2.67552 0.14019 -2.35355  -0.302
C 3.80605 0.70192 -1.57261  -0.101
C 2.44029 -1.26413 -2.08150  -0.098
N 0.74918 0.39039 -4.14703  -0.271
C -0.41544 0.64936 -3.27207  -0.087
C 0.47527 -0.61222 -5.19943  -0.101
H 1.02683 3.48531 -2.59486  0.065
H 2.66701 4.18174 -2.30479  0.085
H 1.97375 2.70489 -1.54707  0.057
H 3.04710 2.39706 -5.62338  0.061
H 3.14954 4.15332 -4.92521  0.124
H 1.60511 3.26455 -5.21971  0.047
H 4.47018 -0.14424 -1.24601  0.086
H 4.36034 1.43656 -2.17525  0.084
H 3.41962 1.25411 -0.71271  0.055
H 3.26023 -1.88324 -2.51889  0.104
H 2.44364 -1.39810 -1.00912  0.064
H 1.47732 -1.58926 -2.45259  0.070
H -1.10947 1.20128 -3.88434  0.045
H -0.91208 -0.26574 -2.93354  0.072
H -0.12309 1.19733 -2.40443  0.052
H 1.41788 -0.84000 -5.62946  0.044
H -0.29970 -0.25309 -5.93550  0.091
H 0.04553 -1.53247 -4.77168  0.063
C -2.15613 -0.37302 7.82503  -0.121
N -1.76876 -0.89961 6.50024  -0.298
C -2.19751 -2.29538 6.29504  -0.109
P -1.44408 0.02181 5.16035  0.510
O -0.52124 -0.75882 4.27352  -0.313
N -2.73204 0.35581 4.20397  -0.282
C -3.99883 0.74898 4.85310  -0.099
C -3.03251 -0.52410 3.11436  -0.146
N -0.97432 1.48981 5.82936  -0.288
C -1.15854 2.78070 5.14330  -0.090
C 0.28280 1.50845 6.67051  -0.089
H -1.62444 -0.84814 8.62667  0.063
H -3.26184 -0.48368 7.96006  0.084
H -1.80379 0.73410 7.91685  0.095
H -1.78369 -2.57675 5.34286  0.060
H -3.31109 -2.43036 6.34387  0.088
H -1.82624 -3.00471 7.05682  0.083
H -4.72339 -0.01474 5.09260  0.073
H -3.83619 1.04429 5.86063  0.054
H -4.50534 1.52760 4.24729  0.097
H -3.66935 -1.35198 3.50953  0.095
H -3.57764 0.00383 2.34082  0.067
H -2.17651 -0.99688 2.60334  0.068
H -1.92431 3.38406 5.62393  0.077
H -0.20479 3.29881 5.20996  0.049
H -1.44648 2.61181 4.10431  0.050
H 0.43900 0.55729 7.17671  0.069
H 0.20540 2.33604 7.40473  0.097
H 1.15288 1.63569 6.04429  0.064
C -1.16947 -7.48502 -1.76201  -0.145
N -0.04722 -7.21493 -0.91205  -0.285
C -0.45758 -6.95512 0.52405  -0.105
P 0.89440 -5.79718 -1.40876  0.621
O 0.33239 -4.40138 -1.26569  -0.321
N 2.22110 -5.88386 -0.38883  -0.315
C 3.01960 -4.64773 -0.21586  -0.070
C 2.74905 -7.08105 0.20265  -0.147
N 1.46922 -6.08922 -2.98227  -0.321
C 2.22255 -7.27792 -3.29755  -0.101
C 0.97654 -5.28754 -4.07800  -0.112
H -1.97081 -6.78071 -1.77538  0.062
H -1.55478 -8.47561 -1.51811  0.091
H -0.83689 -7.46924 -2.78705  0.065
H -0.93975 -7.85355 0.95263  0.086
H -1.21069 -6.17872 0.46100  0.072
H 0.34098 -6.69370 1.22624  0.072
H 3.24780 -4.47702 0.88220  0.103
H 3.93369 -4.72539 -0.74921  0.067
H 2.40221 -3.88377 -0.63219  0.035
H 3.70938 -7.28179 -0.24795  0.073
H 2.94890 -6.98386 1.26514  0.080
H 2.06179 -7.89241 0.03557  0.064
H 3.04709 -7.05191 -3.93121  0.076
H 2.64877 -7.73146 -2.39378  0.072
H 1.55432 -8.00398 -3.72983  0.075
H 0.44137 -4.43621 -3.68609  0.049
H 0.40885 -5.99496 -4.70814  0.085
H 1.76777 -4.89280 -4.71833  0.083
C 0.62281 5.91123 2.80244  -0.072
N 1.94290 5.23618 2.54496  -0.300
C 2.48791 5.46819 1.18820  -0.110
P 2.85110 4.47823 3.71927  0.493
O 2.03156 4.33934 4.95823  -0.297
N 3.19676 3.04797 2.95493  -0.289
C 2.16857 2.21249 2.30637  -0.073
C 4.17566 2.25129 3.69359  -0.102
N 4.33910 5.18948 3.86658  -0.296
C 5.42410 5.03498 2.93276  -0.134
C 4.71805 5.96232 5.12008  -0.068
H -0.07496 5.60292 2.05381  0.051
H 0.72184 6.99925 2.81716  0.077
H 0.26580 5.59339 3.79937  0.073
H 2.40514 6.52838 0.96153  0.070
H 1.86773 4.90661 0.40318  0.088
H 3.54937 5.18830 1.00469  0.069
H 2.66263 1.58432 1.59929  0.055
H 1.77030 1.47672 3.00030  0.075
H 1.26968 2.77575 1.98439  0.087
H 3.82480 1.23798 4.03545  0.105
H 5.13570 2.16685 3.12805  0.078
H 4.49873 2.83549 4.52850  0.062
H 5.64923 5.92110 2.39631  0.074
H 6.28532 4.53045 3.38516  0.090
H 5.03903 4.27401 2.24393  0.057
H 4.91602 7.02753 4.94449  0.076
H 5.65096 5.51895 5.45023  0.066
H 4.02204 5.85418 5.97564  0.080
C -3.85809 0.85684 -2.99752  -0.114
N -3.75916 -0.42715 -3.72118  -0.284
C -3.64940 -0.23853 -5.20015  -0.114
P -4.86047 -1.68324 -3.28599  0.546
O -5.93324 -1.91566 -4.25425  -0.286
N -3.82614 -2.98535 -3.11863  -0.304
C -4.50469 -4.30160 -3.26797  -0.095
C -2.43840 -3.02540 -3.53868  -0.130
N -5.51082 -1.47737 -1.71892  -0.305
C -4.65890 -1.53735 -0.55543  -0.125
C -6.87852 -1.09712 -1.61650  -0.131
H -3.11603 1.56055 -3.37015  0.045
H -3.72221 0.60913 -1.91048  0.073
H -4.83230 1.40315 -3.19237  0.098
H -4.49821 0.34238 -5.67079  0.100
H -3.45861 -1.16949 -5.68650  0.056
H -2.77383 0.44806 -5.38383  0.066
H -4.50212 -4.62933 -4.28898  0.072
H -3.89255 -4.96563 -2.58727  0.087
H -5.52975 -4.22115 -2.86477  0.081
H -2.09011 -4.03880 -3.81759  0.078
H -2.21985 -2.44904 -4.45621  0.056
H -1.74582 -2.64143 -2.77591  0.069
H -5.14386 -2.26718 0.14903  0.095
H -3.66447 -1.92702 -0.81981  0.078
H -4.57142 -0.60800 0.03201  0.067
H -7.29237 -1.16021 -2.62169  0.070
H -7.06426 -0.12335 -1.21952  0.068
H -7.47385 -1.75828 -0.99574  0.080
C 2.42834 -2.13385 3.86495  -0.033
O 3.74148 -1.61357 3.72421  -0.001
C 4.07158 -1.23276 2.48330  -0.611
O 3.44883 -1.37623 1.46894  0.120
O 5.26124 -0.62935 2.63378  -0.029
C 5.86071 -0.17813 1.44052  -0.061
H 2.40194 -2.75004 4.73614  0.091
H 2.07720 -2.61308 2.97803  0.080
H 1.72164 -1.29435 3.96136  0.069
H 6.51767 0.60053 1.85752  0.088
H 5.19037 0.22534 0.64036  0.074
H 6.58838 -0.97135 1.07967  0.118
C -0.99140 0.51708 0.33706  -0.001
O -1.84110 1.56736 -0.10307  0.014
C -2.14539 2.43518 0.80734  -0.641
O -2.05037 2.30341 1.99530  0.122
O -2.70775 3.47347 0.17301  -0.007
C -3.32264 4.54693 0.95328  -0.003
H -1.52045 -0.22932 0.95921  0.089
H -0.06492 0.89646 0.76710  0.099
H -0.64725 0.06007 -0.54689  0.057
H -2.54476 5.06799 1.48418  0.077
H -3.97549 4.20317 1.72288  0.079
H -3.92881 5.13805 0.26678  0.096
C -0.97334 3.61578 -7.89475  -0.022
O -1.27248 4.64964 -6.94491  0.011
C -1.74756 4.18475 -5.80078  -0.615
O -1.99006 3.03569 -5.56489  0.108
O -1.90165 5.23467 -4.96641  0.001
C -2.42001 4.93315 -3.66443  -0.045
H -0.55780 2.76260 -7.34143  0.095
H -0.25100 4.00840 -8.60897  0.097
H -1.87576 3.33571 -8.40916  0.092
H -3.34601 4.32905 -3.71328  0.099
H -2.63638 5.90681 -3.19937  0.096
H -1.72890 4.43824 -2.97167  0.087


Of them, B) has the lowest stability.


A) This record from the Open Molecules 2025 dataset describes a single C2H7NO2S2 molecule. The level of theory is wB97M-V/def2-TZVPD.

frontier orbital gap	10.0	eV
charge	0
E_HOMO	-9.719	eV
spin multiplicity	1
SMILES	CN(S)S(C)(=O)=O

Last column: Löwdin charge in e.
CARTESIAN COORDINATES (ANGSTROEM)
C -0.38587 -1.86134 0.56395  -0.231
N 0.37192 -0.73289 0.10562  -0.543
S 1.40076 -0.10394 1.58994  0.716
S -0.56734 0.51434 -0.38930  0.542
C 0.64307 1.59403 -1.27315  -0.070
O -0.93651 1.24318 0.78163  -0.387
O -1.53647 -0.11798 -1.27350  -0.304
H -1.03289 -1.72253 1.36565  0.059
H -0.91028 -2.32813 -0.39408  0.138
H 0.16967 -2.66391 0.88560  0.041
H 0.44190 0.93387 1.89779  -0.069
H 0.07996 2.52981 -1.26467  0.086
H 1.33665 1.71841 -0.55156  -0.013
H 0.92542 0.99707 -2.04392  0.036


B) This record from the Open Molecules 2025 dataset describes 2 unconnected molecules or ions with the total composition C2H7NO2S2. The level of theory is wB97M-V/def2-TZVPD.

frontier orbital gap	8.2	eV
charge	0
E_HOMO	-8.002	eV
spin multiplicity	1

Last column: Löwdin charge in e.
CARTESIAN COORDINATES (ANGSTROEM)
C -0.64471 -0.41269 -0.54447  -0.036
C 1.17657 0.84830 0.41227  0.000
N 0.42933 -0.20371 0.48638  -0.039
O -2.54526 1.41196 0.19903  -0.417
O -0.20198 2.20121 0.71453  -0.638
S -1.69186 3.76019 -1.13445  0.091
S -1.61602 2.80599 0.57848  0.438
H -0.33174 -1.07103 -1.27004  0.052
H -1.61991 -0.57652 -0.09961  0.080
H -0.82562 0.53567 -1.17458  0.105
H 1.41551 1.25056 -0.60291  0.138
H 1.93015 1.07884 1.13800  0.114
H -2.99965 1.64766 -0.55587  -0.053
H 0.34548 -0.68116 1.39301  0.165


Of them, A) has the lowest stability.